Here is a molecular structure, C35H58EuN3OP2 from OMol25. Energies are from ωB97M-V with the def2-TZVPD basis set.

Computed properties:
Kohn-Sham gap (spin up / spin down)	6.0 / 6.1	eV
total charge	+1
spin multiplicity	8
HOMO (spin up / spin down)	-8.3 / -8.4	eV
energy relative to the best compared isomer or geometry (same formula, charge and spin)	118.16	kJ/mol
E	-3000.7614	Eh

```
100
Properties=species:S:1:pos:R:3:forces:R:3:lowdin_spin:R:1
H -3.011 0.824 -2.306 -0.26 -0.13 0.16 0.000
C -0.498 -3.353 -2.301 -0.48 0.07 0.33 -0.001
H -1.243 -4.004 -2.756 0.24 0.12 -0.02 0.000
H 3.497 2.948 1.872 0.18 -0.15 -0.08 0.000
C 0.870 -3.619 -2.387 0.20 0.24 0.24 0.001
N 0.269 1.460 -1.057 1.26 0.71 -4.61 -0.011
H -3.004 -2.884 -1.571 0.16 0.28 -0.06 0.000
H 1.274 -2.240 4.934 -0.21 0.33 0.05 0.000
H -3.324 -1.828 2.964 -0.19 -0.07 -0.14 0.000
H -4.894 -3.201 -0.883 -0.01 0.04 0.22 0.000
C 1.369 2.002 -4.580 0.40 -0.15 -0.30 0.000
H -1.178 -2.108 2.533 0.34 0.19 0.38 0.001
H 4.261 2.923 -3.003 -0.14 0.02 0.19 0.000
C -2.805 -3.753 0.996 0.00 0.05 0.03 0.000
H -4.950 -1.374 2.397 0.25 -0.20 -0.02 0.000
C -3.805 -2.580 0.944 -0.45 0.60 -0.16 -0.001
C -0.161 0.507 6.393 0.04 0.02 -0.17 0.000
H -0.113 4.367 -4.140 0.13 -0.23 0.17 0.000
H -4.359 2.442 0.064 0.21 -0.14 0.07 0.000
H 2.925 -1.439 0.223 0.02 -0.15 -0.73 0.000
C 0.685 -0.599 6.236 -0.30 0.04 -0.26 0.000
H -1.055 0.779 -4.004 -0.07 0.24 0.02 0.000
H -2.615 -4.189 0.007 0.00 0.14 0.23 0.000
C -4.042 0.629 -1.977 -0.01 0.12 -0.03 0.000
H -1.712 1.725 5.492 0.16 -0.27 0.06 0.000
C -0.932 -2.275 -1.533 -0.15 -0.11 -0.29 0.000
H -4.631 1.530 -2.213 0.15 -0.22 0.12 0.000
H -0.299 4.096 -2.387 0.11 0.01 -0.28 0.000
H 2.495 0.262 -2.961 0.26 -0.16 -0.02 0.000
H 4.054 0.566 -3.773 -0.10 -0.05 0.20 0.000
C -5.620 0.075 -0.142 -0.25 0.34 -0.08 0.000
H -6.196 0.984 -0.382 0.09 -0.21 0.08 0.000
H -2.662 1.914 0.042 -0.25 -0.13 0.02 0.001
Eu -0.209 0.243 0.968 0.86 -0.82 0.52 7.023
C 4.888 -0.233 1.506 0.35 0.17 0.51 0.000
C 1.283 -1.617 -1.070 -0.04 -0.35 0.47 0.000
H -1.259 2.263 -4.955 0.18 0.01 0.23 0.000
H 5.908 1.658 -0.654 -0.13 -0.23 -0.19 0.000
H 1.392 0.919 -4.746 0.01 0.20 -0.07 0.000
H 0.440 -2.437 2.742 -0.30 0.27 0.28 0.000
H 3.264 0.338 3.562 -0.16 0.14 -0.14 0.000
H 1.321 4.271 -3.094 -0.21 -0.10 -0.05 0.000
H 1.223 -4.505 -2.912 -0.05 0.23 0.05 0.000
H -5.924 -2.409 0.331 0.33 -0.19 0.01 0.000
H -1.902 0.295 3.440 0.32 -0.08 0.42 0.000
H -4.461 -0.190 -2.579 0.14 0.19 0.19 0.000
H -4.617 -3.045 2.890 0.08 0.25 -0.05 0.000
P 2.814 0.852 -0.186 0.17 0.78 0.91 -0.002
H -0.108 1.107 7.301 0.00 -0.16 -0.27 0.000
H 4.935 2.232 2.643 -0.13 0.05 -0.15 0.000
C -4.191 -2.168 2.377 -0.04 -0.21 0.01 0.000
C -2.433 -1.953 -1.456 0.35 -0.08 -0.45 0.000
C 1.764 -2.745 -1.791 -0.32 -0.16 0.04 -0.001
H 1.386 -0.866 7.026 -0.15 0.08 -0.17 0.000
C 3.740 2.666 -2.066 0.15 -0.11 -0.05 0.000
H 5.395 -0.191 2.483 -0.04 -0.13 -0.14 0.000
C -1.067 0.851 5.386 -0.03 -0.33 -0.07 0.000
H 2.242 -0.523 2.417 0.21 0.31 -0.08 0.000
C 3.584 0.254 -2.826 0.06 0.08 -0.02 0.000
H 2.664 2.844 -2.193 0.34 0.07 0.06 0.000
C -3.688 1.605 0.310 -0.07 -0.10 -0.01 0.002
C 0.623 -1.372 5.074 -0.22 0.43 0.22 0.000
C -0.300 -1.025 4.081 0.28 -0.27 -0.19 0.000
C -1.165 0.065 4.230 0.29 0.15 0.17 0.000
H -2.703 -1.332 -2.327 0.25 -0.23 0.33 0.000
P -2.963 -1.093 0.091 0.17 0.01 -0.03 -0.004
H -3.247 -4.547 1.617 0.11 0.21 -0.12 0.000
C -4.148 0.353 -0.468 0.03 -0.65 0.15 0.000
H -1.835 -3.492 1.439 -0.21 -0.06 -0.18 0.000
H 5.653 -0.038 0.744 -0.37 -0.04 0.32 0.000
N -0.076 -1.474 -0.882 0.50 0.25 -0.90 -0.010
C 4.313 2.225 1.735 0.01 -0.16 0.13 0.000
C 0.318 3.862 -3.266 0.04 0.39 0.51 0.000
H -5.340 -4.047 0.604 0.03 0.19 -0.15 0.000
H -6.038 -0.735 -0.753 0.19 0.26 0.20 0.000
H 2.376 2.324 -4.296 -0.22 -0.07 -0.11 0.000
C 3.759 0.805 1.505 -0.05 -0.33 -1.30 0.000
H 4.098 3.348 -1.281 -0.11 -0.18 -0.17 0.000
H 1.116 2.488 -5.533 -0.07 -0.07 0.33 0.000
H 6.034 1.343 -2.384 -0.03 -0.10 0.20 0.000
C -1.024 1.876 -3.955 -0.57 -0.37 0.23 0.000
H 1.971 1.233 2.745 0.24 -0.19 -0.08 0.000
C 0.297 2.885 1.697 0.38 3.51 0.66 0.001
C 0.349 2.355 -3.507 0.89 -0.48 -0.19 0.001
H -3.738 1.450 1.399 0.02 0.01 -0.26 0.000
H 4.943 2.577 0.904 -0.25 -0.17 0.29 0.000
N -0.280 -1.718 2.834 -0.21 -0.40 -0.53 -0.006
C 0.648 1.654 -2.161 -3.43 1.11 2.20 0.010
H 4.520 -1.257 1.377 0.02 0.17 -0.01 0.000
H -5.790 -0.139 0.921 0.04 0.00 -0.28 0.000
H 2.843 -2.919 -1.823 -0.42 0.14 -0.09 0.000
H 5.802 -0.020 -1.285 -0.12 0.23 0.00 0.000
C 2.236 -0.792 -0.341 -0.23 -0.91 1.61 -0.011
H -1.793 2.233 -3.258 0.15 -0.14 -0.21 0.000
C 2.735 0.448 2.602 0.23 -0.08 0.09 0.001
C -5.058 -3.065 0.193 -0.22 -0.33 0.27 0.000
C 4.013 1.196 -1.700 0.05 0.07 0.82 0.000
O 0.473 4.000 1.914 -0.41 -3.24 -0.66 0.004
C 5.518 1.025 -1.462 0.14 0.12 -0.38 0.000
H 3.890 -0.780 -2.620 -0.14 0.25 0.02 0.000
```
Positions in Å, forces in eV/Å.